{"formula": "C22H35BaNO4P2", "method": "ωB97M-V/def2-TZVPD", "relative_energy_kj_mol": 0.0, "molar_mass_g_mol": 576.8, "homo_energy_ev": -5.428, "total_charge": 0, "total_energy_ev": -52325.241, "elements": ["P", "P", "C", "C", "H", "H", "H", "H", "C", "H", "H", "H", "C", "H", "H", "H", "C", "H", "H", "H", "C", "H", "H", "H", "Ba", "C", "C", "C", "C", "C", "C", "C", "C", "C", "H", "H", "H", "H", "H", "H", "H", "H", "H", "H", "H", "H", "H", "H", "H", "O", "C", "O", "C", "C", "C", "C", "C", "C", "N", "O", "O", "H", "H", "H", "H"], "coordinates": [[0.74, 0.14, -2.83], [-2.26, 0.19, -1.24], [-0.87, -0.28, -3.75], [-1.87, 0.66, -3.03], [-1.12, -1.36, -3.62], [-0.87, -0.15, -4.85], [-1.41, 1.68, -3.01], [-2.83, 0.79, -3.57], [-2.63, -1.58, -1.34], [-3.08, -1.91, -0.38], [-1.72, -2.16, -1.52], [-3.36, -1.75, -2.15], [-3.95, 0.86, -1.29], [-4.56, 0.31, -2.02], [-3.97, 1.93, -1.56], [-4.44, 0.77, -0.31], [1.52, -1.02, -4.10], [2.59, -1.13, -3.93], [1.38, -0.65, -5.14], [1.10, -2.03, -4.06], [1.53, 1.62, -3.71], [1.35, 2.58, -3.18], [1.23, 1.72, -4.77], [2.62, 1.43, -3.67], [-0.61, 2.10, -0.42], [1.05, -2.67, -0.60], [1.30, -3.24, -1.83], [2.60, -3.84, -2.28], [3.87, -3.15, -1.68], [4.07, -1.67, -2.05], [3.45, -0.59, -1.56], [2.60, -0.43, -0.34], [1.83, -1.69, 0.20], [0.53, 3.12, 2.16], [0.03, -2.79, -0.20], [0.48, -3.21, -2.56], [2.71, -3.97, -3.38], [2.70, -4.89, -1.91], [3.81, -3.23, -0.58], [4.76, -3.65, -2.04], [4.92, -1.52, -2.75], [3.66, 0.40, -2.01], [1.86, 0.41, -0.44], [3.20, -0.09, 0.54], [2.47, -2.22, 0.91], [1.09, -1.27, 0.90], [-0.12, 3.75, 2.79], [1.37, 3.67, 1.71], [0.84, 2.21, 2.70], [-1.62, 0.88, 1.69], [-2.14, 1.89, 2.33], [-2.58, 2.93, 1.81], [-2.15, 1.74, 3.84], [-2.69, 2.74, 4.69], [-2.41, 2.75, 6.06], [-1.67, 1.71, 6.65], [-1.20, 0.67, 5.83], [-1.50, 0.66, 4.47], [-1.36, 1.69, 8.04], [-1.79, 2.60, 8.78], [-0.66, 0.73, 8.47], [-3.29, 3.52, 4.26], [-2.77, 3.56, 6.70], [-0.61, -0.12, 6.28], [-1.19, -0.19, 3.89]]}